Version i
Entry from the OMol25 dataset: a cluster of 3 separate species, C3H11NO3 in total (wB97M-V/def2-TZVPD).

Properties
Gap between HOMO and LUMO, eV: 10.63
M, g/mol: 109.12
E_HOMO, eV: -9.959

ORCA input file:
```
! wB97M-V def2-TZVPD RIJCOSX def2/J DEFGRID3
* xyz 0 1
C -0.01683 -0.73501 -1.42495
N 1.01572 -0.24023 -0.72754
C 2.24482 -0.88157 -0.23423
C 2.65851 -0.43503 1.30059
O -0.90380 -0.12254 -2.04259
H 0.06156 -1.88562 -1.54570
H 0.91282 0.81807 -0.82759
H 2.01233 -1.96726 0.00506
H 3.07553 -0.81204 -1.01740
H 3.69145 -0.33732 1.42117
H 2.03423 0.36892 1.62890
H 2.29476 -1.26071 1.92478
H -3.07720 0.05375 -0.43035
H -2.71330 -0.80902 0.73635
O -3.12939 0.03877 0.53836
H -1.96534 1.77063 1.22906
H -1.17803 1.65422 2.52503
O -1.16404 2.13348 1.70360
*
```

---

Version ii
Entry from the OMol25 dataset: a cluster of 3 separate species, C3H11NO3 in total (wB97M-V/def2-TZVPD).

Properties
Gap between HOMO and LUMO, eV: 10.02
M, g/mol: 109.12
E_HOMO, eV: -9.768

ORCA input file:
```
! wB97M-V def2-TZVPD RIJCOSX def2/J DEFGRID3
* xyz 0 1
O -0.78394 -1.88565 0.23704
C -1.02578 -0.78506 -0.22441
C -0.04464 0.21353 -0.78518
C 0.51363 -0.50447 -2.03418
N -0.63569 1.51810 -1.07590
H -2.02972 -0.39136 -0.02594
H 0.91824 0.42494 -0.19548
H 0.98515 0.23109 -2.78945
H -0.31120 -1.02942 -2.54415
H 1.18803 -1.32069 -1.72574
H -0.63520 1.71422 -2.08555
H -0.03780 2.12916 -0.45966
H 0.90755 -0.48764 1.89095
H 1.01521 -1.92031 1.64833
O 1.52010 -1.20869 2.13484
H 0.92707 2.21996 0.95412
H -0.64508 2.67215 0.98428
O -0.00361 2.07339 1.37058
*
```

---

Version iii
Entry from the OMol25 dataset: a cluster of 3 separate species, C3H11NO3 in total (wB97M-V/def2-TZVPD).

Properties
Gap between HOMO and LUMO, eV: 10.72
M, g/mol: 109.12
E_HOMO, eV: -10.030

ORCA input file:
```
! wB97M-V def2-TZVPD RIJCOSX def2/J DEFGRID3
* xyz 0 1
C -0.13511 2.14341 0.13135
C 0.55265 0.77576 0.30311
C -0.47541 -0.38570 0.25487
N -1.69302 -0.26577 0.92752
O -0.23960 -1.43997 -0.32328
H -1.14892 2.08387 -0.25949
H -0.26597 2.54853 1.18819
H 0.46354 2.84072 -0.31587
H 1.02907 0.69056 1.33362
H 1.23071 0.74354 -0.53957
H -1.84382 0.56872 1.52819
H -2.41060 -0.89944 0.72495
H -0.01570 -0.92904 -2.44244
H -0.75466 -2.04536 -2.69622
O -0.52630 -1.22773 -3.15071
H 2.87545 -1.62412 1.30848
H 1.36675 -2.09297 0.94567
O 1.99095 -1.48500 1.08163
*
```

---

Quick one: most stable of them? version iii